No. 1
The ion C9H12N3 with charge +1. Source: the OMol25 dataset; level of theory: the ωB97M-V functional and the def2-TZVPD basis.

Atoms and positions in Å:
H -1.14 -2.35 1.83
N -0.46 -2.14 2.58
N 0.17 -1.10 2.52
C 1.36 -1.23 3.71
N 2.16 -1.44 4.48
C 0.31 -0.07 1.54
C -0.41 -0.34 0.38
C 0.01 0.30 -0.89
C -1.08 0.29 -2.01
C -1.41 -1.03 -2.68
C 0.57 1.71 -0.67
C 1.35 1.92 0.61
C 1.21 1.04 1.62
H -1.20 -1.03 0.30
H 0.95 -0.38 -1.08
H -2.02 0.81 -1.66
H -0.72 1.00 -2.89
H -1.54 -0.96 -3.75
H -2.34 -1.52 -2.18
H -0.62 -1.78 -2.50
H -0.33 2.31 -0.70
H 1.10 2.12 -1.56
H 2.17 2.73 0.52
H 1.93 1.13 2.48

Values from the calculation:
Structure (SMILES): [H]/N=[N+](/C#N)C1=C[C@@H](CC)CC=C1
Calculated total energy, a.u.: -513.9183
Charge: +1
Energy above the lowest of the compared OMol25 structures with the same formula, charge and spin, kJ/mol: 676.9
Highest occupied orbital energy (alpha / beta), eV: -13.2 / -13.2


No. 2
A structure of composition C26H44F6N6O6P3W. Source: the OMol25 dataset; level of theory: the ωB97M-V functional and the def2-TZVPD basis.

Atoms and positions in Å:
W -0.41 0.49 0.78
O 1.68 -1.48 1.92
C 3.06 -1.38 1.84
C 3.88 -2.19 2.58
C 5.26 -2.02 2.49
C 5.81 -1.05 1.67
C 4.97 -0.24 0.92
C 3.57 -0.38 0.99
C 2.85 0.46 0.09
N 1.58 0.63 -0.24
N 1.50 1.45 -1.36
C 0.32 1.74 -1.71
O -0.67 1.15 -0.91
C -0.05 2.67 -2.75
C 0.95 3.31 -3.48
C 0.60 4.24 -4.44
C -0.75 4.52 -4.67
C -1.75 3.87 -3.95
C -1.40 2.94 -3.00
H 3.46 -2.95 3.23
H 5.91 -2.67 3.07
H 6.88 -0.93 1.60
H 5.39 0.51 0.27
H 3.49 1.05 -0.56
H 1.99 3.06 -3.32
H 1.36 4.74 -5.01
H -1.02 5.25 -5.42
H -2.79 4.11 -4.13
H -2.18 2.41 -2.46
C 0.37 -4.09 3.38
N -0.22 -3.21 2.35
C -1.68 -3.42 2.13
P 0.66 -2.51 1.24
O -0.19 -1.39 0.44
O -0.74 -0.33 2.79
P 0.17 0.70 3.42
O 0.86 1.29 2.15
N -0.68 1.90 4.27
C 0.05 3.06 4.78
C -1.93 1.56 4.95
N 1.22 0.12 4.51
C 0.68 -0.66 5.64
C 2.49 0.84 4.77
N 1.47 -3.47 0.27
C 2.16 -2.96 -0.94
C 1.18 -4.93 0.18
H 0.12 -5.13 3.18
H -0.03 -3.81 4.35
H 1.46 -3.99 3.40
H -1.87 -4.46 1.87
H -2.05 -2.77 1.34
H -2.20 -3.19 3.06
H 0.86 3.34 4.11
H 0.43 2.83 5.78
H -0.65 3.89 4.88
H -2.36 0.64 4.55
H -2.62 2.39 4.80
H -1.74 1.47 6.03
H 0.53 -0.02 6.51
H 1.42 -1.42 5.91
H -0.25 -1.15 5.36
H 2.76 1.49 3.94
H 3.27 0.09 4.91
H 2.42 1.42 5.70
H 2.21 -1.87 -0.93
H 1.61 -3.27 -1.82
H 3.16 -3.37 -0.98
H 0.66 -5.29 1.05
H 2.14 -5.45 0.11
H 0.60 -5.14 -0.71
C -3.81 -0.07 2.11
C -3.76 -0.35 0.62
O -2.40 -0.35 0.00
C -2.58 -0.64 -1.45
C -1.50 -1.46 -2.10
H -4.74 -0.50 2.48
H -3.82 0.99 2.34
H -2.99 -0.56 2.63
H -4.33 0.39 0.06
H -4.16 -1.34 0.41
H -2.72 0.33 -1.93
H -3.52 -1.19 -1.50
H -0.50 -1.04 -2.03
H -1.75 -1.52 -3.16
H -1.49 -2.48 -1.71
F -1.67 1.61 1.53
P -0.88 4.58 0.64
F -1.89 3.83 -0.24
F -0.69 4.44 2.18
F -1.85 5.77 0.85
F 0.18 5.37 -0.10
F 0.09 3.22 0.55

Values from the calculation:
Multiplicity: 2
Calculated total energy, a.u.: -3486.3146
Charge: +4
Energy above the lowest of the compared OMol25 structures with the same formula, charge and spin, kJ/mol: 330.0
Highest occupied orbital energy (alpha / beta), eV: -18.3 / -18.3


No. 3
The molecule C5H12O. Source: the OMol25 dataset; level of theory: the ωB97M-V functional and the def2-TZVPD basis.

Atoms and positions in Å:
C -1.42 0.46 -1.38
C -0.31 0.78 -0.35
C 0.44 -0.44 0.23
C 1.73 0.08 0.95
C -0.80 -0.99 1.00
O 0.93 -1.24 -0.87
H -1.11 -0.39 -2.00
H -1.55 1.33 -2.03
H -2.41 0.22 -0.98
H -0.74 1.41 0.45
H 0.49 1.32 -0.83
H 1.48 0.60 1.87
H 2.18 0.82 0.27
H 2.56 -0.62 1.17
H -1.68 -0.31 0.93
H -0.61 -1.05 2.07
H -1.17 -1.92 0.56
H 1.45 -0.60 -1.40

Values from the calculation:
Structure (SMILES): CCC(C)(C)O
Calculated total energy, a.u.: -272.9060
Charge: 0
Energy above the lowest of the compared OMol25 structures with the same formula, charge and spin, kJ/mol: 112.1
Highest occupied orbital energy, eV: -9.9


No. 4
The ion C4H4F3O3S with charge -1. Source: the OMol25 dataset; level of theory: the ωB97M-V functional and the def2-TZVPD basis.

Atoms and positions in Å:
O -1.11 -0.76 -2.54
S -0.34 0.32 -1.92
O 0.56 0.98 -2.86
O -1.13 1.22 -1.09
C 0.75 -0.53 -0.78
C -0.01 -1.00 0.47
C 0.24 -0.05 1.60
F 1.27 -0.33 2.46
C -0.47 1.08 1.75
F -1.79 1.07 1.92
F -0.01 2.32 1.69
H 1.56 0.13 -0.49
H 1.16 -1.39 -1.31
H 0.40 -1.98 0.78
H -1.08 -1.08 0.31

Values from the calculation:
Structure (SMILES): O=S(=O)([O-])CCC(F)=C(F)F
Calculated total energy, a.u.: -1078.3205
Charge: -1
Energy above the lowest of the compared OMol25 structures with the same formula, charge and spin, kJ/mol: 14.0
Highest occupied orbital energy, eV: -5.1